A cluster of 2 separate species, C5H14SSi in total, computed with ωB97M-V with the def2-TZVPD basis set.

Last column: natural (NBO) charge in e.
Element x y z (Å)
S (-1.583, 0.454, -2.940)  -0.4890
Si (0.265, 1.037, -1.944)  1.1669
C (-1.220, -1.931, 3.743)  -0.6264
C (1.224, -0.589, -1.365)  -1.0382
C (-1.052, -0.802, 2.779)  -0.1502
C (-0.265, 0.248, 2.986)  -0.4113
C (1.246, 1.907, -3.437)  -1.0349
H (-1.520, -2.738, 3.204)  0.2073
H (-1.642, -0.912, 1.974)  0.1837
H (-1.348, 0.523, -4.263)  0.1483
H (1.098, -1.233, -2.163)  0.2334
H (2.173, -0.214, -1.083)  0.2247
H (-0.392, 1.500, -0.729)  -0.1679
H (-0.224, 1.087, 2.251)  0.1919
H (0.518, 0.287, 3.704)  0.1896
H (-1.936, -1.634, 4.386)  0.2160
H (-0.224, -2.078, 4.372)  0.2001
H (0.685, -0.891, -0.494)  0.2328
H (1.098, 2.980, -3.273)  0.2423
H (2.336, 1.554, -3.402)  0.2399
H (0.763, 1.446, -4.306)  0.2409

As for the SMILES: C[SiH](C)S.C=CC. Its HOMO energy is -9.05 eV. The lowest unoccupied orbital energy comes out at 0.8 eV. Its HOMO-LUMO gap is 9.83 eV.

A structure of composition C24H32IrN3O, computed with ωB97M-V with the def2-TZVPD basis set.

Last column: natural (NBO) charge in e.
Element x y z (Å)
Ir (0.000, 0.000, 0.000)  0.8298
O (0.363, 1.755, -0.870)  -0.9135
N (2.007, -0.304, 0.225)  -0.5812
N (-2.002, 0.145, -0.306)  -0.4562
N (-0.336, -1.750, -0.973)  -0.5609
C (-4.774, 0.148, -0.833)  0.0779
C (-4.156, 1.211, -0.163)  -0.1799
C (-2.855, -5.571, -3.438)  -0.6128
C (0.587, -2.680, -1.280)  0.0963
C (-1.359, -5.427, -3.078)  -0.1249
C (-6.287, 0.178, -1.105)  -0.0940
C (4.329, -1.496, -3.081)  -0.2001
C (2.187, -0.892, -2.137)  -0.2799
C (-0.563, -5.495, -4.400)  -0.6003
C (-1.019, -4.124, -2.337)  0.2241
C (-2.793, 1.165, 0.073)  0.0331
C (2.793, -0.707, -0.895)  0.1080
C (0.300, -3.858, -1.947)  -0.2764
C (-2.570, -0.900, -0.957)  0.1513
C (-6.814, -1.067, -1.853)  -0.6124
C (-7.053, 0.266, 0.233)  -0.6002
C (-1.982, -3.151, -2.015)  -0.2980
C (-6.633, 1.410, -1.969)  -0.5996
C (4.164, -0.914, -0.740)  -0.2142
C (-1.623, -1.978, -1.337)  0.2831
C (2.958, -1.287, -3.232)  -0.2090
C (4.933, -1.309, -1.837)  -0.2025
C (-0.983, -6.639, -2.198)  -0.6008
C (-3.945, -0.918, -1.229)  -0.2204
H (-4.371, -1.765, -1.750)  0.2357
H (-4.716, 2.075, 0.179)  0.2337
H (-8.137, 0.256, 0.069)  0.2277
H (-3.191, -4.761, -4.096)  0.2096
H (4.637, -0.770, 0.227)  0.2368
H (-1.246, -7.582, -2.690)  0.2279
H (0.091, -6.678, -1.984)  0.2119
H (-2.285, 1.974, 0.590)  0.2193
H (1.119, -0.731, -2.258)  0.1936
H (4.929, -1.803, -3.935)  0.2247
H (-6.341, -1.179, -2.835)  0.2098
H (-6.637, -1.986, -1.281)  0.2117
H (1.109, -4.551, -2.153)  0.2451
H (6.001, -1.472, -1.720)  0.2275
H (0.519, -5.510, -4.232)  0.2114
H (1.217, 2.255, -0.892)  0.5344
H (-0.813, -6.400, -4.966)  0.2285
H (-6.392, 2.352, -1.464)  0.2092
H (-3.488, -5.568, -2.542)  0.2114
H (-0.270, 2.322, -1.378)  0.5227
H (-6.806, -0.580, 0.885)  0.2175
H (-7.896, -0.998, -2.022)  0.2338
H (-3.016, -3.306, -2.292)  0.2348
H (2.489, -1.433, -4.202)  0.2176
H (-0.153, 0.244, 1.700)  0.1253
H (-1.509, -6.606, -1.236)  0.2173
H (-7.703, 1.439, -2.206)  0.2283
H (-6.821, 1.184, 0.784)  0.2100
H (1.599, -2.445, -0.965)  0.2543
H (-3.046, -6.514, -3.964)  0.2339
H (-6.082, 1.395, -2.917)  0.2141
H (-0.785, -4.631, -5.038)  0.2140

Its spin multiplicity is 2. Its HOMO energy (spin up / spin down) is -10.01 / -10.52 eV. Its expectation value of S² is 0.8105. The lowest unoccupied orbital energy (spin up / spin down) comes out at -4.1 / -4.1 eV. Its total charge is +1. Its HOMO-LUMO gap (spin up / spin down) is 5.91 / 6.46 eV.

A cluster of 7 separate species, C22H44Cl4O13 in total, computed with ωB97M-V with the def2-TZVPD basis set.

Last column: Löwdin charge in e.
Element x y z (Å)
Cl (1.926, 1.473, 0.188)  0.4884
Cl (2.734, -6.478, 0.398)  0.5269
Cl (4.135, -4.073, 1.599)  0.4352
Cl (0.678, -0.012, -2.121)  0.4872
O (-5.241, -2.701, 0.988)  0.0109
O (1.980, 1.426, 6.566)  0.0017
O (-4.474, -1.708, -4.999)  0.0024
O (3.942, 2.101, 7.564)  0.0868
O (-3.836, -3.762, -5.790)  0.1209
O (-6.803, -1.177, 0.218)  0.1226
O (-0.907, 3.068, -8.851)  0.0106
O (8.376, 2.225, 5.346)  0.0240
O (-7.269, -3.308, 0.853)  0.0256
O (7.419, 0.515, 4.262)  0.0518
O (1.943, 3.365, 7.729)  -0.0299
O (-2.948, 3.806, -7.985)  0.0590
O (-2.986, -2.888, -3.851)  -0.0166
C (-1.002, 3.602, -10.111)  -0.2565
C (-6.456, -2.265, 0.629)  -0.5712
C (1.645, -0.095, -0.634)  -1.0242
C (6.604, 2.679, 3.896)  0.0125
C (-1.306, 2.916, -6.537)  0.0137
C (2.473, 0.134, 6.334)  -0.2478
C (-8.662, -3.122, 0.703)  -0.2243
C (-9.381, -4.454, 0.516)  -0.0690
C (-4.147, -1.788, 1.116)  -0.0488
C (10.673, 2.494, 5.649)  -0.0732
C (9.508, 1.540, 5.811)  -0.2168
C (1.470, -0.774, 5.620)  -0.0529
C (2.730, 2.295, 7.337)  -0.4627
C (-2.128, 3.035, -10.988)  -0.0545
C (-3.785, -2.907, -4.919)  -0.5255
C (-1.820, -3.694, -3.825)  -0.0402
C (-5.330, 0.465, -4.644)  -0.0592
C (2.477, 4.186, 8.727)  -0.0671
C (4.038, -5.903, 1.401)  -1.0089
C (-1.848, 3.208, -7.952)  -0.4904
C (-4.364, -0.618, -4.105)  -0.2223
C (7.470, 1.715, 4.611)  -0.5543
H (-2.024, 3.381, -12.016)  0.0783
H (-0.450, 3.563, -6.343)  0.0887
H (1.310, -0.280, 4.662)  0.0725
H (-0.913, -3.292, -3.374)  0.0863
H (6.055, 2.370, 3.006)  0.0886
H (-2.158, 2.916, -5.857)  0.0777
H (-8.920, -5.056, -0.267)  0.0777
H (-6.335, 0.049, -4.716)  0.0746
H (2.668, -0.229, 7.343)  0.1231
H (-0.966, 1.893, -6.376)  0.0720
H (4.233, -6.440, 2.329)  0.0386
H (-1.994, 1.964, -10.839)  0.0815
H (10.663, 3.405, 6.248)  0.0755
H (-3.138, 3.280, -10.656)  0.0713
H (-3.359, -0.216, -4.235)  0.1178
H (3.429, 0.194, 5.815)  0.1249
H (-8.945, -2.667, 1.652)  0.1310
H (1.116, -0.769, 0.040)  0.0190
H (2.631, 3.465, 9.530)  0.1028
H (4.927, -6.136, 0.814)  0.0077
H (-0.986, 4.691, -10.144)  0.1264
H (9.778, 0.661, 5.226)  0.1268
H (-8.948, -2.548, -0.179)  0.1246
H (-10.441, -4.398, 0.265)  0.0787
H (1.749, 4.923, 9.065)  0.0945
H (2.551, -0.665, -0.837)  0.0297
H (-1.556, -3.977, -4.844)  0.0956
H (-4.021, -1.187, 2.017)  0.0884
H (-2.009, -4.610, -3.265)  0.0945
H (7.185, 3.476, 3.432)  0.0873
H (9.457, 1.329, 6.879)  0.1279
H (3.333, 4.738, 8.339)  0.1001
H (-9.251, -5.053, 1.417)  0.0730
H (-3.203, -2.316, 1.247)  0.0891
H (1.788, -1.812, 5.525)  0.0801
H (11.628, 1.988, 5.788)  0.0821
H (-0.035, 3.371, -10.559)  0.1222
H (-4.639, -0.848, -3.075)  0.1210
H (5.889, 3.101, 4.603)  0.0876
H (0.484, -0.761, 6.084)  0.0749
H (10.513, 2.932, 4.664)  0.0804
H (-5.029, 0.873, -5.609)  0.0766
H (-5.491, 1.216, -3.870)  0.0741
H (-4.103, -1.042, 0.322)  0.0909

As for the SMILES: CCOC(=O)OC.CCOC(=O)OC.CCOC(=O)OC.CCOC(C)=O.CCOC(C)=O.ClCCl.ClCCl. Its HOMO energy is -9.89 eV. The lowest unoccupied orbital energy comes out at 0.2 eV. Its HOMO-LUMO gap is 10.05 eV.

The molecule C5H7N, computed with ωB97M-V with the def2-TZVPD basis set.

Last column: natural (NBO) charge in e.
Element x y z (Å)
N (0.084, -0.912, 1.536)  -0.5034
C (1.307, -0.842, 0.930)  -0.0739
C (-0.184, 0.407, -0.252)  -0.1020
C (-0.852, 0.881, -1.526)  -0.6229
C (1.155, -0.104, -0.211)  -0.3038
C (-0.819, -0.173, 0.827)  -0.0768
H (-1.782, 0.073, 1.254)  0.2052
H (-0.085, -1.317, 2.445)  0.4096
H (-0.135, 0.805, -2.340)  0.2169
H (2.182, -1.318, 1.334)  0.2094
H (-1.118, 1.944, -1.466)  0.2085
H (-1.762, 0.332, -1.743)  0.2170
H (2.009, 0.223, -0.787)  0.2162

As for the SMILES: Cc1cc[nH]c1. Its HOMO energy is -8.13 eV. The lowest unoccupied orbital energy comes out at 1.1 eV. Its HOMO-LUMO gap is 9.22 eV.

How do the records compare in max |F|? In the order shown, they have 5.53, 4.73, 6.48, 2.01 eV/A.
How do the records compare in E? In the order shown, they have -886.52512, -1277.24102, -3683.45347, -249.45776 hartree.